No. 1
{"formula": "C23H43Br2IN2O5", "method": "ωB97M-V/def2-TZVPD", "species": ["C", "C", "C", "O", "C", "C", "O", "C", "Br", "C", "C", "O", "Br", "C", "I", "O", "C", "C", "C", "C", "C", "C", "O", "C", "C", "C", "N", "C", "H", "H", "H", "H", "H", "H", "H", "H", "H", "H", "H", "H", "H", "H", "H", "H", "H", "H", "H", "H", "H", "H", "H", "H", "H", "H", "H", "H", "H", "H", "H", "H", "H", "H", "H", "H", "C", "C", "C", "C", "N", "H", "H", "H", "H", "H", "H", "H"], "positions_angstrom": [[1.336445, -2.564901, 0.728648], [2.825121, -2.739124, 1.110132], [3.659972, -1.589459, 0.546814], [3.753073, -1.812803, -0.839368], [4.083888, -0.703123, -1.638801], [3.007684, -0.490416, -2.740794], [2.126220, -1.605359, -2.673900], [1.353533, -1.839143, -3.791962], [-0.533631, -1.880123, -3.199984], [1.717753, -3.179423, -4.449848], [2.291423, -4.179001, -3.473294], [3.444994, -4.306612, -3.271857], [0.974415, -5.278992, -2.564307], [2.251994, 0.835749, -2.599576], [3.785388, 2.355130, -2.974712], [1.676149, 0.897671, -1.358177], [0.931129, 2.084540, -1.011035], [0.203042, 2.768268, -2.162287], [-0.962655, 1.958665, -2.755486], [-2.162334, 1.866980, -1.807832], [-3.122316, 0.733172, -2.164685], [-4.278467, 0.580616, -1.174336], [-4.215139, -0.707378, -0.580051], [-5.454273, -1.246091, -0.143560], [-5.395574, -1.502346, 1.357697], [1.787556, 3.089496, -0.185127], [1.443009, 3.198140, 1.220768], [2.130581, 2.271175, 2.103953], [1.015907, -3.331603, 0.024488], [1.169241, -1.605179, 0.236472], [0.690172, -2.593173, 1.603922], [2.905285, -2.676054, 2.196934], [3.208096, -3.678924, 0.720146], [3.137622, -0.652664, 0.771341], [4.637687, -1.572182, 1.046365], [4.182277, 0.184592, -1.013013], [5.057399, -0.876734, -2.103837], [3.507285, -0.498327, -3.713463], [1.432944, -1.053352, -4.543002], [2.415928, -3.027609, -5.273592], [0.813783, -3.592909, -4.895986], [1.517533, 0.887985, -3.406935], [0.149035, 1.751572, -0.325855], [-0.261661, 3.657954, -1.725274], [0.870207, 3.129906, -2.944746], [-1.300793, 2.527492, -3.627494], [-0.651473, 0.981292, -3.127665], [-1.883216, 1.831219, -0.753589], [-2.723623, 2.801275, -1.936332], [-3.489249, 0.866951, -3.183340], [-2.563897, -0.204117, -2.137055], [-4.212464, 1.338452, -0.384093], [-5.233015, 0.719118, -1.690948], [-5.575038, -2.205911, -0.656031], [-6.300909, -0.610238, -0.407178], [-4.663316, -2.280202, 1.570430], [-6.369410, -1.780399, 1.756374], [-5.021772, -0.595381, 1.837269], [2.807443, 2.708128, -0.231454], [1.743982, 4.072352, -0.656080], [0.445402, 3.115014, 1.370939], [1.852927, 2.492770, 3.134024], [1.892631, 1.220740, 1.927145], [3.207934, 2.435884, 2.032123], [-2.566098, 1.579165, 5.942079], [-1.819845, 0.289498, 6.263452], [-0.342072, 0.340564, 5.862580], [-0.167185, 0.457343, 4.416454], [-0.030999, 0.544977, 3.279922], [-2.581030, 1.771326, 4.868185], [-3.599466, 1.516445, 6.282109], [-2.101285, 2.434806, 6.435377], [-2.306835, -0.550760, 5.766075], [-1.874567, 0.098212, 7.336488], [0.165503, -0.565560, 6.197458], [0.153981, 1.180918, 6.351771]], "forces_ev_per_a": [[0.2, -0.1, -0.2], [-0.6, 1.0, -0.1], [-0.4, -0.6, 0.5], [0.3, 0.2, -0.2], [0.0, -0.3, 0.4], [0.3, -0.1, 0.3], [0.0, 0.2, -0.2], [0.1, -0.3, 0.2], [0.1, 0.1, -0.2], [-0.9, -0.2, -0.3], [0.3, 0.5, -0.3], [0.1, -0.3, 0.2], [0.0, 0.0, 0.1], [-0.1, -0.9, 0.3], [0.0, 0.2, -0.3], [0.1, 0.2, -0.2], [-0.3, 0.7, 0.3], [-0.6, -0.3, 0.0], [0.1, 0.5, -0.1], [-0.5, 0.3, -0.6], [0.4, -0.1, 0.5], [0.1, 0.0, -0.1], [-0.3, 0.1, -0.3], [0.3, -0.6, 0.3], [0.3, 0.4, -0.3], [0.1, -0.7, -0.1], [-0.1, 0.2, 0.1], [0.1, 0.1, 0.1], [-0.1, 0.0, 0.0], [0.0, 0.0, 0.0], [-0.1, -0.1, 0.0], [0.2, -0.4, 0.0], [0.2, -0.1, 0.3], [0.1, 0.1, -0.1], [0.2, 0.1, -0.3], [-0.1, 0.1, -0.1], [0.0, 0.0, -0.1], [-0.1, 0.1, -0.1], [-0.2, 0.1, 0.1], [0.4, 0.1, 0.3], [0.0, 0.0, 0.0], [0.1, 0.6, 0.0], [0.2, -0.5, 0.0], [0.2, 0.1, 0.0], [0.1, -0.1, 0.0], [0.0, -0.2, -0.1], [0.0, -0.1, 0.2], [0.1, -0.3, 0.0], [0.1, 0.1, 0.3], [0.0, 0.0, 0.0], [-0.1, 0.0, -0.1], [0.0, 0.1, 0.0], [-0.1, -0.1, 0.1], [-0.2, 0.1, -0.1], [0.1, 0.2, 0.0], [-0.1, -0.1, 0.0], [0.0, 0.0, 0.1], [-0.2, 0.0, 0.2], [0.1, 0.3, 0.0], [0.1, 0.0, 0.0], [0.0, 0.1, -0.1], [0.0, 0.0, 0.0], [0.1, -0.1, -0.1], [0.0, -0.1, -0.1], [0.0, -0.1, 0.0], [-0.2, 0.2, 0.0], [-0.1, -0.2, 0.2], [0.1, 0.0, 0.0], [-0.3, -0.1, 0.1], [0.0, 0.0, 0.0], [0.0, 0.0, 0.0], [0.0, 0.0, 0.0], [0.1, 0.0, 0.0], [0.1, 0.0, 0.0], [0.0, 0.0, -0.1], [0.0, 0.0, -0.1]], "total_energy_ha": -6833.51806, "lumo_energy_ev": 0.3850, "total_charge": 0}

=====

No. 2
{"formula": "C23H43Cl3GaN3O4Si", "method": "ωB97M-V/def2-TZVPD", "species": ["C", "C", "H", "H", "H", "C", "C", "H", "H", "H", "H", "Ga", "Cl", "Cl", "H", "H", "C", "C", "N", "H", "C", "O", "H", "H", "H", "H", "H", "H", "C", "C", "N", "H", "C", "O", "H", "H", "H", "H", "O", "C", "C", "C", "H", "C", "H", "C", "H", "C", "C", "H", "H", "H", "Si", "Cl", "C", "C", "C", "H", "H", "H", "H", "H", "H", "H", "H", "H", "C", "N", "C", "C", "O", "H", "H", "H", "H", "H", "H", "H"], "positions_angstrom": [[2.684654, -1.153429, -4.248697], [2.004866, -0.397422, -5.350369], [2.756530, -2.216602, -4.500467], [2.118489, -1.052529, -3.312604], [3.709254, -0.788652, -4.064648], [1.904468, -0.832109, -6.616849], [2.522435, -2.094694, -7.105606], [1.368674, -0.241881, -7.359879], [2.379538, -2.917416, -6.394179], [3.602146, -1.989889, -7.288424], [2.056814, -2.381250, -8.054020], [-0.053743, 0.484318, 3.064564], [0.219457, 2.602320, 2.798873], [1.281533, -0.369880, 1.495855], [-4.297519, 1.802436, 6.421672], [-2.300151, 2.400477, 8.400557], [-3.749670, 0.850145, 6.431283], [-2.017586, 1.371672, 8.126545], [-2.344109, 1.079640, 6.733339], [-3.841050, 0.356538, 5.463679], [-1.435246, 1.233740, 5.759167], [-1.675161, 0.964726, 4.552343], [-0.940002, 1.250688, 8.294175], [-0.451475, 1.604263, 6.105700], [-4.176608, 0.227743, 7.225522], [-2.565762, 0.686216, 8.786967], [-0.159827, -4.527619, 1.024982], [-0.521149, -2.085447, -0.102156], [-0.896588, -4.274025, 1.795733], [-1.484216, -2.408216, 0.305200], [-1.305235, -2.910566, 1.662186], [-0.339635, -4.291407, 2.834221], [-1.364629, -2.117461, 2.734754], [-1.457770, -0.844151, 2.647584], [-2.199057, -1.580857, 0.293302], [-1.341331, -2.613149, 3.718020], [-1.749616, -4.966264, 1.809747], [-1.852860, -3.238546, -0.298426], [0.213143, 0.559839, -4.134311], [1.354565, 0.904025, -4.911311], [-0.081196, 1.772295, -6.849751], [1.063009, 1.866290, -6.060464], [-0.840835, 1.027495, -6.599560], [-0.230772, 2.630572, -7.946911], [2.083249, 1.399542, -4.253187], [2.048489, 2.820065, -6.346604], [-1.131562, 2.557436, -8.558673], [0.766983, 3.562524, -8.253518], [1.914860, 3.649902, -7.457689], [2.912843, 2.866444, -5.683225], [0.653822, 4.216932, -9.125918], [2.709685, 4.360893, -7.696056], [-0.809606, 1.237167, -3.006989], [0.861538, -4.397505, 3.787091], [-2.510776, 0.743742, -3.582706], [-0.653169, 3.084584, -3.138171], [-0.348506, 0.525367, -1.354966], [-2.644837, 1.027594, -4.635242], [-3.273927, 1.263790, -2.988686], [-2.672955, -0.338895, -3.507423], [-0.401272, -0.573635, -1.380136], [-1.003060, 0.879188, -0.542004], [0.680669, 0.791761, -1.071717], [-0.788012, 3.409999, -4.179228], [0.329081, 3.437729, -2.800589], [-1.430115, 3.565756, -2.527019], [0.503031, -2.120684, 6.863334], [1.479218, -1.070387, 6.570887], [2.374033, -0.676534, 7.652710], [1.436515, -0.413123, 5.427320], [0.510500, -0.648882, 4.581459], [0.909073, -2.665438, 7.722712], [0.390966, -2.794355, 6.004809], [-0.469182, -1.687274, 7.151410], [2.824743, -1.582486, 8.071245], [3.145635, -0.012119, 7.250886], [1.829278, -0.161675, 8.459843], [2.205983, 0.360588, 5.258692]], "forces_ev_per_a": [[0.1, -0.2, 0.1], [-0.4, 0.1, -0.8], [0.0, 0.2, 0.2], [0.1, 0.0, -0.2], [-0.3, 0.0, -0.1], [0.2, 0.4, 0.8], [0.0, -0.5, -0.3], [0.2, 0.0, 0.3], [0.1, 0.1, -0.2], [-0.2, 0.0, 0.1], [0.2, -0.1, 0.1], [-0.6, -1.6, -0.5], [0.0, 0.1, 0.3], [0.1, 0.2, 0.4], [0.1, -0.2, -0.1], [0.0, -0.3, -0.1], [-0.1, -0.1, 0.1], [0.1, 0.3, 0.0], [0.4, 0.3, 0.0], [0.0, 0.1, 0.1], [-0.7, -0.6, -1.4], [0.6, 0.6, 1.8], [-0.3, 0.0, 0.0], [-0.2, -0.2, -0.1], [0.1, 0.0, -0.3], [0.2, 0.1, -0.3], [-0.3, 0.1, 0.1], [-0.2, 0.0, 0.1], [-0.9, -0.8, 0.6], [0.1, 0.3, 0.1], [-0.5, 1.7, 0.7], [-1.8, -0.6, -2.4], [0.5, -0.4, -1.4], [-0.3, 0.1, 0.0], [0.2, -0.1, 0.0], [0.3, 0.1, -0.5], [0.1, 0.1, -0.4], [-0.1, 0.1, 0.1], [0.0, -0.3, -0.3], [-0.3, 0.2, 0.3], [0.1, 0.3, -0.1], [0.3, -0.1, 0.4], [0.2, 0.2, -0.1], [0.1, 0.0, 0.2], [0.0, 0.1, 0.0], [-0.5, -0.2, -0.2], [0.3, 0.1, 0.1], [0.0, -0.1, -0.1], [-0.1, 0.0, 0.1], [-0.1, 0.1, -0.3], [0.0, -0.3, 0.4], [-0.3, -0.2, 0.0], [0.6, -0.1, -0.9], [3.1, 0.1, 3.4], [-0.2, -0.1, 0.1], [-0.1, 0.3, 0.2], [0.0, 0.1, 0.2], [0.0, 0.0, 0.2], [0.0, -0.2, -0.1], [0.0, 0.2, 0.0], [0.0, 0.4, -0.1], [0.2, -0.1, -0.2], [-0.3, 0.0, -0.1], [0.0, -0.1, 0.2], [-0.2, 0.0, 0.0], [0.2, 0.0, -0.1], [-0.1, -0.1, 0.2], [-0.1, 0.4, -0.3], [0.2, 0.0, -0.1], [-1.0, -0.4, -0.4], [1.3, 0.8, 0.9], [-0.2, -0.1, -0.3], [0.1, 0.1, 0.1], [0.3, -0.1, -0.2], [0.1, 0.3, -0.1], [-0.1, -0.2, 0.2], [0.1, -0.1, -0.3], [-0.3, -0.3, 0.0]], "total_energy_ha": -4962.41291, "lumo_energy_ev": -0.2378, "total_charge": 0}

=====

No. 3
{"formula": "C23H43ClN4Ru", "method": "ωB97M-V/def2-TZVPD", "species": ["Ru", "Cl", "C", "C", "N", "H", "N", "H", "C", "C", "C", "H", "H", "H", "H", "H", "H", "C", "H", "H", "H", "C", "C", "H", "H", "C", "H", "C", "H", "H", "H", "H", "H", "C", "H", "C", "N", "H", "N", "H", "C", "C", "C", "H", "H", "H", "H", "H", "H", "C", "H", "H", "H", "C", "C", "H", "H", "C", "H", "C", "H", "H", "H", "H", "H", "C", "H", "C", "C", "H", "H", "H"], "positions_angstrom": [[0.000128, 0.074325, -0.236475], [2.120407, 1.048107, -0.874748], [0.153177, 0.626048, 4.422194], [0.073694, 0.778996, 2.178099], [0.673567, 0.166566, 3.252490], [-1.325239, 2.209878, 4.744400], [-0.712475, 1.716607, 2.748652], [0.456269, 0.276615, 5.390597], [1.641189, -0.944849, 3.127865], [2.217355, -1.257288, 4.501199], [0.854843, -2.126287, 2.596313], [1.454411, -1.614904, 5.202118], [2.964349, -2.047338, 4.397608], [2.736757, -0.402004, 4.947239], [3.484405, -1.245838, 2.012273], [3.250839, 0.414190, 2.608031], [0.328035, -1.857081, 1.672523], [2.731057, -0.461155, 2.185400], [0.070420, -2.413538, 3.309416], [1.510169, -2.980182, 2.387647], [2.320186, -0.134111, 1.213899], [-0.717753, 1.597549, 4.119448], [-2.973620, 2.190825, 2.116943], [-3.311051, 2.183432, 3.166369], [-3.633229, 2.864224, 1.549456], [-1.533757, 2.706631, 2.039878], [-1.687844, 3.230201, -0.055200], [-1.465446, 4.022993, 2.798037], [-0.439979, 4.386687, 2.894998], [-3.058980, 1.166324, 1.717912], [-0.628262, 1.790784, 0.252422], [-1.905468, 3.956257, 3.799506], [-2.036915, 4.769362, 2.237784], [-0.962079, 2.803460, 0.641782], [-0.051707, 3.406465, 0.669092], [0.294457, -1.964298, -3.874055], [0.624076, -1.802192, -2.565122], [-0.756796, -0.600753, -5.223888], [-0.457231, -0.037791, -3.188481], [0.569585, -2.815166, -4.452082], [1.404843, -2.839309, -1.851075], [1.682478, -4.004789, -2.803047], [2.780156, -2.309565, -1.482611], [2.294511, -3.680383, -3.658591], [2.263708, -4.782276, -2.285801], [0.763390, -4.482999, -3.171367], [1.107031, -4.125069, -0.133751], [-0.377763, -3.739757, -1.061421], [2.743668, -1.509854, -0.739903], [0.574429, -3.334187, -0.688086], [3.264519, -1.913783, -2.386915], [3.407753, -3.133154, -1.100654], [0.329879, -2.520420, 0.004189], [-0.343437, -0.852285, -4.263407], [0.019875, 2.371551, -3.288323], [0.766623, 2.148456, -4.065002], [-0.444724, 3.335507, -3.541860], [-1.065493, 1.308968, -3.318234], [-2.671253, 2.433277, -2.412207], [-1.679213, 1.435474, -4.711903], [-2.438614, 0.665572, -4.908375], [0.537495, 2.442734, -2.329854], [-1.762943, 1.422834, -1.262000], [-0.902891, 1.409282, -5.492044], [-2.169639, 2.416375, -4.798689], [-2.157594, 1.467712, -2.287826], [-2.899565, 0.665535, -2.394641], [0.032933, -0.647118, -2.061085], [-1.734220, -0.727791, 0.435838], [-1.799903, -0.750635, 1.534899], [-2.561829, -0.108945, 0.052407], [-1.835754, -1.742684, 0.039779]], "forces_ev_per_a": [[1.9, 0.0, 2.1], [0.5, 0.5, 0.0], [0.0, 0.2, 1.0], [0.9, -0.2, -0.5], [-0.5, 0.0, -1.0], [-0.1, 0.2, 0.3], [0.3, -0.6, 0.2], [0.0, 0.0, 0.0], [-0.3, 0.5, 0.1], [0.2, -0.2, 0.2], [-0.2, -0.4, -0.3], [0.1, 0.0, -0.1], [-0.1, -0.1, -0.1], [-0.2, 0.0, -0.1], [-0.2, 0.1, 0.0], [-0.2, -0.3, 0.0], [0.3, 0.1, 0.4], [0.4, 0.0, -0.4], [0.3, 0.0, 0.0], [-0.1, 0.1, 0.1], [0.3, -0.3, 0.6], [0.0, 0.2, 0.0], [-0.4, 0.0, -0.3], [0.1, 0.0, -0.4], [0.1, -0.2, 0.1], [-0.2, -0.8, 0.4], [0.1, 0.1, 0.1], [-0.1, 0.4, -0.3], [0.0, 0.0, 0.0], [0.0, 0.5, 0.1], [-0.8, 1.8, 0.6], [0.0, 0.0, -0.2], [0.0, 0.0, 0.1], [0.2, 0.1, -0.5], [0.0, 0.0, -0.1], [0.2, 0.4, -1.0], [-0.8, 0.4, 1.0], [0.2, -0.3, 0.1], [-0.4, 0.1, 0.9], [0.0, -0.1, -0.2], [0.1, -0.4, -0.3], [-0.1, -0.4, -0.3], [0.4, 0.3, 0.4], [-0.2, -0.2, 0.2], [-0.2, 0.3, 0.0], [0.2, 0.1, 0.0], [-0.1, 0.3, -0.2], [0.3, 0.0, 0.1], [0.0, 0.0, -0.1], [-0.2, -0.3, 0.5], [-0.1, 0.0, 0.3], [-0.3, 0.2, -0.1], [0.1, -0.2, -0.3], [0.0, -0.7, -1.4], [0.3, 0.4, 0.2], [-0.2, 0.0, 0.3], [0.1, -0.1, 0.2], [0.1, -0.2, -0.5], [0.2, -0.2, 0.0], [-0.4, 0.1, -0.4], [0.2, 0.2, 0.0], [-0.1, 0.0, -0.1], [-0.3, 0.0, -0.7], [-0.3, -0.1, 0.2], [0.1, -0.3, 0.2], [-0.4, 0.3, 0.6], [0.1, 0.1, 0.0], [0.4, -0.2, -1.6], [-0.8, -0.6, 0.1], [-0.2, -0.1, -0.3], [0.0, -0.3, 0.1], [-0.4, -0.1, 0.1]], "total_energy_ha": -1676.10252, "lumo_energy_ev": [4.3916, 4.6529], "total_charge": -2, "spin_multiplicity": 5}